Here is a structure of composition C24H19N3O4PdSTe in a non-equilibrium geometry from OMol25. Energies are from the ωB97M-V functional and the def2-TZVPD basis.

```
53
Properties=species:S:1:pos:R:3
Te -0.993 0.492 1.429
Pd 1.089 -0.187 0.063
S 1.273 -1.811 2.014
O 7.163 3.959 0.231
O 1.339 1.852 -0.403
O 6.039 5.782 0.436
O 3.012 -0.507 -0.661
N 0.458 -2.386 -0.380
N 6.120 4.588 0.211
N 0.395 -4.195 1.156
C 2.485 3.848 -0.079
C 0.651 -2.922 0.848
C -4.100 -2.509 1.870
C 3.738 1.761 -0.292
C -0.008 -3.187 -1.332
C -3.575 -2.471 -0.477
C -2.628 -1.485 -0.252
C -1.832 1.992 0.194
C -2.961 4.107 0.028
C -0.083 -4.983 0.199
C -1.742 1.928 -1.190
C 3.651 4.533 0.080
C -0.400 -6.397 0.581
C -2.423 -1.007 1.037
C -0.302 -4.512 -1.095
C 4.922 2.496 -0.144
C -4.309 -2.985 0.585
C 4.880 3.848 0.050
C -2.886 4.036 -1.354
C 2.465 2.430 -0.258
C 3.884 0.361 -0.561
C -2.276 2.946 -1.963
C -3.157 -1.516 2.100
C -2.434 3.084 0.806
H -1.232 1.099 -1.665
H 4.920 0.029 -0.719
H 3.657 5.604 0.229
H -2.496 3.140 1.886
H -5.044 -3.760 0.410
H 5.882 1.998 -0.183
H -3.295 4.834 -1.960
H -4.669 -2.911 2.699
H -3.431 4.957 0.506
H -2.205 2.897 -3.042
H -0.294 -7.071 -0.267
H -2.992 -1.147 3.104
H -3.737 -2.844 -1.479
H -0.680 -5.156 -1.875
H -0.143 -2.743 -2.312
H -1.432 -6.454 0.934
H -2.043 -1.093 -1.073
H 1.528 4.353 -0.066
H 0.249 -6.714 1.395
```

The calculation puts the gap between HOMO and LUMO (spin up / spin down) at 6.8 / 6.7 eV. Its charge is 0. The calculated total energy is -2185.1784 a.u.

***

Here is a cluster of 8 separate species, C30H74N2O8 in total in a non-equilibrium geometry from OMol25. Energies are from the ωB97M-V functional and the def2-TZVPD basis.

```
114
Properties=species:S:1:pos:R:3
O -7.030 0.079 -2.757
O -2.912 -0.719 -1.265
O 0.817 4.095 2.588
O 3.062 -1.974 0.644
O 1.425 -0.991 -3.855
O -4.488 1.196 -2.469
O -2.843 0.161 4.880
O -5.331 2.113 0.031
N 1.262 3.387 1.429
N 2.743 -3.007 1.518
C -3.101 2.757 -3.637
C -2.177 0.631 2.702
C 1.659 1.235 2.611
C -6.362 -1.145 -3.106
C 2.668 -2.572 -5.188
C -0.067 4.726 -0.148
C 2.308 5.440 0.383
C 0.444 -2.928 0.969
C -6.504 -1.465 -4.603
C -0.788 0.281 -1.009
C -4.180 2.517 0.730
C -4.173 1.712 -3.771
C -1.559 -0.866 -1.686
C 2.654 1.634 0.459
C 1.343 4.242 0.211
C 1.818 3.403 -1.006
C 2.345 -5.345 3.152
C 1.798 -4.841 -0.030
C 3.550 2.983 2.347
C 4.587 -2.224 2.923
C 3.887 -3.456 2.305
C 2.998 2.497 -0.741
C -1.740 -0.029 3.999
C 2.250 -2.133 -3.767
C -3.717 3.912 0.251
C 4.930 -4.189 1.496
C 1.176 -4.688 2.417
C 1.634 -3.901 1.151
C 2.246 2.357 1.764
C 3.361 -4.268 3.503
H 2.905 -3.586 4.228
H -1.399 -1.073 3.921
H 1.903 0.876 0.229
H -3.602 3.654 -3.246
H 5.798 -4.479 2.095
H 1.734 -2.983 -3.300
H -1.895 1.679 2.630
H 3.451 3.810 3.049
H -4.152 2.673 1.808
H -0.583 3.782 -0.321
H 4.116 2.209 2.872
H 2.682 -5.475 0.073
H -0.764 0.340 4.350
H 4.181 -4.699 4.087
H 1.951 6.359 0.858
H -2.724 4.142 0.664
H -6.125 -0.620 -5.187
H 3.938 -1.526 3.461
H 2.740 5.857 -0.533
H 2.988 -3.613 -5.131
H 3.175 5.139 0.977
H -1.099 -1.775 -1.294
H 3.137 1.904 -1.646
H 0.141 -0.013 -0.514
H 1.660 4.507 2.841
H 0.813 0.726 2.138
H -7.952 -0.099 -2.558
H -3.429 -0.215 -1.909
H 5.186 -3.722 0.546
H -5.944 -2.342 -4.927
H -2.583 -0.141 5.758
H -4.279 4.746 0.674
H 4.596 -5.196 1.206
H -2.905 3.198 -4.621
H 3.492 -1.886 -5.380
H 3.092 -1.964 -3.091
H -0.512 -3.440 1.115
H -0.615 5.316 0.584
H -3.333 1.855 0.534
H 2.793 -6.109 2.510
H 4.951 -1.556 2.137
H 0.720 -0.941 -3.210
H 5.437 -2.515 3.537
H 1.938 -4.354 -0.997
H 0.644 -4.092 3.160
H 2.394 0.467 2.860
H 3.547 1.088 0.782
H -3.493 4.017 -0.812
H 2.108 -5.781 4.125
H 1.853 -2.547 -5.904
H -6.861 -2.023 -2.685
H -5.446 0.977 -2.528
H 4.147 3.239 1.475
H 0.566 -5.566 2.187
H -7.535 -1.581 -4.941
H 2.528 -1.206 0.891
H -3.732 0.876 -4.342
H -5.086 1.953 -4.318
H -1.673 0.132 1.870
H 0.085 5.360 -1.024
H -2.232 2.517 -3.038
H 1.017 2.660 -1.130
H 0.961 -5.538 -0.085
H 0.352 -2.112 1.684
H -5.356 -1.091 -2.721
H -3.237 0.432 2.560
H 0.475 -2.603 -0.075
H 1.823 3.986 -1.925
H -0.588 1.103 -1.703
H -5.023 1.760 -0.821
H -1.370 0.740 -0.213
H -1.601 -0.880 -2.779
H 3.915 3.053 -0.525
H 1.202 1.599 3.536
```

The calculation puts the gap between HOMO and LUMO at 8.7 eV. Its charge is 0. The calculated total energy is -1898.6214 a.u. As for the structure (SMILES): CC1(C)CCCC(C)(C)N1O.CC1(C)CCCC(C)(C)N1O.CCO.CCO.CCO.CCO.CCO.CCO.

***

Here is a structure of composition C3H4CrFO3 in a non-equilibrium geometry from OMol25. Energies are from the ωB97M-V functional and the def2-TZVPD basis.

```
12
Properties=species:S:1:pos:R:3
Cr 4.442 -0.240 0.942
F 1.237 -1.088 -1.359
O -2.548 0.815 0.460
O -2.523 -0.883 -0.999
O -0.969 0.748 -1.059
C -2.022 0.188 -0.639
C 1.135 -0.200 0.805
C 1.134 0.002 -0.544
H 0.957 0.686 1.420
H 0.791 -1.163 1.194
H -3.282 0.282 0.785
H 1.648 0.853 -1.005
```

Its multiplicity is 4. The calculation puts the gap between HOMO and LUMO (spin up / spin down) at 4.1 / 4.1 eV. Its charge is 0. The calculated total energy is -1486.4846 a.u.

***

The relative energy (zero: lowest compared OMol25 entry of this formula, charge and spin) results, record by record, are as follows: 124.33, 349.80, 0.00 kJ/mol.